{
  "formula": "C42H59F5IrN4O4PTe",
  "method": "ωB97M-V/def2-TZVPD",
  "s_squared": 0.82,
  "total_charge": 1,
  "spin_multiplicity": 2,
  "e_above_lowest_ev": 0.751,
  "gap_ev": [4.9337, 4.6817],
  "symbols": ["Ir", "C", "C", "C", "C", "C", "C", "C", "N", "C", "C", "C", "C", "C", "C", "C", "C", "C", "C", "N", "C", "C", "C", "N", "C", "C", "C", "C", "C", "C", "C", "C", "C", "C", "C", "C", "C", "C", "N", "C", "C", "H", "H", "H", "H", "H", "H", "H", "H", "H", "H", "H", "H", "H", "H", "H", "H", "H", "H", "H", "H", "H", "H", "H", "H", "H", "H", "H", "H", "H", "H", "H", "H", "H", "H", "H", "H", "H", "H", "H", "H", "H", "H", "H", "H", "F", "Te", "F", "F", "F", "F", "O", "C", "C", "O", "P", "O", "C", "C", "O", "C", "C", "H", "H", "H", "H", "H", "H", "H", "H", "H", "H", "H", "H", "H", "H", "H"],
  "xyz": [[0.2926, 0.7041, -0.4166], [-1.7964, -5.3732, -0.9581], [-0.5174, -4.7738, -1.5534], [-0.5963, -3.2872, -1.6899], [-1.0594, -2.5806, -2.7987], [-1.6287, -3.1145, -4.0624], [-3.1217, -2.7956, -4.2032], [-0.8654, -1.1947, -2.5032], [-0.3679, -1.0607, -1.2310], [-0.1913, -2.3171, -0.7527], [0.3317, -2.5768, 0.6119], [1.3225, -1.5951, 1.1232], [2.4453, -1.8717, 1.9147], [3.1527, -3.1792, 1.9974], [4.1909, -3.2871, 0.8728], [2.8153, -0.6626, 2.5118], [1.8753, 0.3122, 2.0669], [1.7219, 1.6182, 2.5305], [0.9608, 2.5798, 1.8587], [0.5627, 2.4442, 0.5559], [0.1305, 3.6915, 0.1459], [-0.1123, 4.0082, -1.1870], [-0.2211, 3.0801, -2.2078], [-0.3770, 1.7199, -2.0001], [-0.6472, 1.1675, -3.2179], [-0.9969, -0.1630, -3.4301], [-0.5618, 2.1714, -4.2464], [-0.2773, 3.3672, -3.6093], [-0.0136, 4.6885, -4.2380], [-1.2946, 5.5172, -4.4037], [-0.6321, 1.9359, -5.7072], [0.6963, 1.3655, -6.2262], [0.1137, 4.5862, 1.2590], [0.6276, 3.8859, 2.3403], [0.7606, 4.3459, 3.7502], [1.9643, 5.2689, 3.9621], [-0.4300, 5.9682, 1.2277], [-1.9319, 5.9630, 0.9321], [0.9880, -0.2762, 1.1894], [3.9490, -0.4265, 3.4422], [3.5132, -0.6162, 4.9007], [-1.7307, -6.4585, -0.9425], [-2.6602, -5.0923, -1.5559], [-1.9562, -5.0241, 0.0596], [-0.3508, -5.1983, -2.5463], [0.3333, -5.0584, -0.9299], [-1.4880, -4.1943, -4.1002], [-1.0883, -2.6784, -4.9054], [-3.6808, -3.1977, -3.3610], [-3.5127, -3.2444, -5.1115], [-3.2962, -1.7233, -4.2520], [0.7242, -3.5930, 0.6788], [2.4345, -4.0003, 1.9075], [3.6506, -3.2719, 2.9640], [3.7278, -3.0963, -0.0928], [4.6304, -4.2816, 0.8637], [4.9828, -2.5560, 1.0151], [2.2574, 1.9220, 3.4157], [-0.1872, 5.0498, -1.4530], [-1.2885, -0.4413, -4.4292], [0.4347, 4.5303, -5.2192], [0.7017, 5.2436, -3.6297], [-1.9926, 5.0123, -5.0680], [-1.0528, 6.4866, -4.8332], [-1.7807, 5.6711, -3.4423], [-0.8359, 2.8809, -6.2122], [-1.4352, 1.2358, -5.9447], [1.5128, 2.0537, -6.0239], [0.6279, 1.2013, -7.2978], [0.9227, 0.4193, -5.7447], [0.8574, 3.4803, 4.4076], [-0.1479, 4.8791, 4.0405], [2.8891, 4.7475, 3.7298], [1.9928, 5.5913, 4.9994], [1.8962, 6.1467, 3.3258], [0.0862, 6.5465, 0.4578], [-0.2529, 6.4524, 2.1862], [-2.1388, 5.4791, -0.0175], [-2.3003, 6.9822, 0.8908], [-2.4722, 5.4299, 1.7097], [4.3336, 0.5848, 3.3028], [4.7548, -1.1264, 3.2190], [2.8199, 0.1601, 5.2108], [4.3780, -0.5832, 5.5551], [3.0222, -1.5779, 5.0260], [2.2771, 1.8188, -3.0872], [3.0676, 0.0666, -2.7846], [4.0505, -1.5647, -2.9461], [3.6898, 0.4154, -4.5556], [4.6628, 0.9710, -2.2642], [1.6933, -0.8587, -3.8089], [2.4243, -0.2442, -1.1835], [-2.4602, -5.2557, 3.8526], [-1.3022, -4.7795, 2.9969], [-1.8020, -3.7878, 2.0633], [-1.0759, -2.4128, 1.8145], [-2.1570, -1.4068, 1.3342], [-3.1608, -1.7130, 0.3321], [-4.5168, -1.6759, 1.0073], [-0.5898, -1.9469, 3.2173], [-0.6783, -0.6316, 3.8117], [-1.4180, -0.7470, 5.1312], [-2.0925, -5.9094, 4.6385], [-3.1812, -5.7990, 3.2492], [-2.9528, -4.4020, 4.3078], [-0.8811, -5.6018, 2.4132], [-0.5174, -4.3354, 3.6140], [-2.9620, -2.6970, -0.0992], [-3.0702, -0.9433, -0.4395], [-4.5250, -2.3658, 1.8476], [-5.2933, -1.9703, 0.3089], [-4.7323, -0.6757, 1.3689], [-1.1721, 0.0491, 3.1149], [0.3503, -0.3013, 3.9627], [-2.4842, -0.8690, 4.9702], [-1.2392, 0.1481, 5.7191], [-1.0445, -1.6039, 5.6857]]
}

***

{
  "formula": "C42H60Cl22F9IN3O3S2",
  "method": "ωB97M-V/def2-TZVPD",
  "total_charge": 1,
  "spin_multiplicity": 1,
  "e_above_lowest_ev": 0.000,
  "gap_ev": 7.1525,
  "symbols": ["C", "C", "I", "C", "C", "C", "C", "C", "C", "C", "C", "C", "C", "C", "C", "C", "C", "C", "C", "C", "C", "S", "C", "N", "N", "C", "O", "C", "C", "C", "C", "C", "C", "F", "F", "C", "F", "F", "S", "F", "F", "F", "F", "F", "N", "C", "C", "O", "O", "H", "H", "H", "H", "H", "H", "H", "H", "H", "H", "H", "H", "H", "H", "H", "H", "H", "H", "H", "H", "H", "H", "H", "H", "H", "H", "H", "H", "H", "H", "H", "H", "H", "H", "H", "H", "H", "H", "C", "Cl", "Cl", "H", "H", "C", "Cl", "Cl", "H", "H", "C", "Cl", "Cl", "H", "H", "C", "Cl", "Cl", "H", "H", "C", "Cl", "Cl", "H", "H", "C", "Cl", "Cl", "H", "H", "C", "Cl", "Cl", "H", "H", "C", "Cl", "Cl", "H", "H", "C", "Cl", "Cl", "H", "H", "C", "Cl", "Cl", "H", "H", "C", "Cl", "Cl", "H", "H"],
  "xyz": [[5.9297, 2.1865, 2.4209], [5.3084, 1.6179, 1.1588], [6.7451, 1.4937, -0.4293], [4.0942, 2.4770, 0.6772], [2.9378, 1.6035, 0.2622], [2.7537, 1.3605, -1.0755], [1.7226, 0.5351, -1.5124], [1.5871, 0.3083, -2.9744], [0.9645, 1.2189, -3.8213], [0.9195, 0.9393, -5.1818], [1.4822, -0.2199, -5.7024], [2.1003, -1.1359, -4.8539], [2.1424, -0.8599, -3.4931], [0.8786, -0.0543, -0.5699], [-0.2476, -0.9052, -1.0873], [-1.6777, -0.3603, -0.8393], [-1.8141, 1.1631, -0.8153], [-3.1885, 1.5758, -0.2208], [-4.1256, 2.2187, -1.2475], [-4.6089, 1.1896, -2.3081], [-4.0987, 1.6046, -3.6936], [-4.7125, 0.5197, -5.0053], [-3.5737, -0.7859, -4.8471], [-3.7904, -2.0060, -5.2041], [-2.6015, -2.6867, -4.9424], [-1.7917, -1.8338, -4.4361], [-2.3349, -0.5863, -4.3360], [1.1026, 0.1851, 0.7932], [0.2216, -0.5131, 1.7857], [1.0337, -1.5678, 2.6148], [0.4052, -2.9539, 2.5873], [0.8730, -3.7391, 1.3608], [0.0789, -5.0140, 1.0583], [0.9041, -5.8767, 0.4238], [-0.3461, -5.5476, 2.2193], [-1.1100, -4.6720, 0.1221], [-1.6929, -3.5225, 0.4911], [-0.5967, -4.4572, -1.0967], [-2.4776, -5.9943, -0.0198], [-1.5029, -7.1543, 0.3845], [-2.9056, -5.7310, 1.4783], [-3.5053, -4.8560, -0.4715], [-2.1467, -6.2146, -1.5503], [-3.6523, -7.0360, -0.1711], [2.1033, 1.0217, 1.1772], [2.3908, 1.3943, 2.5763], [1.8531, 2.7900, 2.8747], [2.0487, 3.3167, 3.9185], [1.1072, 3.4080, 1.8967], [6.2791, 3.2031, 2.2423], [6.7642, 1.5595, 2.7185], [5.2008, 2.2411, 3.2313], [4.9580, 0.5978, 1.3053], [3.8393, 3.2510, 1.4019], [4.3946, 2.9991, -0.2252], [3.4196, 1.8112, -1.7956], [0.5416, 2.1317, -3.4234], [0.4546, 1.6182, -5.8853], [1.4671, -0.4341, -6.7611], [2.5650, -2.0392, -5.2201], [2.6206, -1.5524, -2.8140], [-0.2028, -1.9147, -0.6843], [-0.1378, -1.0280, -2.1572], [-2.2770, -0.7303, -1.6710], [-2.1333, -0.7980, 0.0464], [-1.0499, 1.6354, -0.1957], [-1.7407, 1.5827, -1.8192], [-3.0247, 2.3024, 0.5780], [-3.6746, 0.7189, 0.2449], [-3.6364, 3.0717, -1.7176], [-4.9992, 2.5664, -0.6970], [-5.6931, 1.1244, -2.3177], [-4.2026, 0.2203, -2.0233], [-3.0115, 1.6098, -3.6951], [-4.4274, 2.6273, -3.8652], [-0.7886, -2.0411, -4.1091], [-0.2748, 0.1764, 2.4782], [-0.5530, -1.0482, 1.2579], [1.0139, -1.2339, 3.6523], [2.0870, -1.5802, 2.3273], [0.7311, -3.5084, 3.4656], [-0.6788, -2.8903, 2.6671], [0.9669, -3.1274, 0.4656], [1.8782, -4.0958, 1.5850], [3.4560, 1.3523, 2.7591], [1.9027, 0.7739, 3.3293], [1.7235, 3.8269, 1.2803], [0.9973, 5.1083, -6.7849], [1.0330, 3.7387, -5.6549], [-0.5625, 5.2278, -7.6009], [1.1740, 6.0226, -6.2338], [1.7722, 4.9546, -7.5261], [-0.9105, 2.2886, 5.1087], [-2.5952, 2.1448, 4.6434], [0.0216, 0.8358, 4.6574], [-0.4816, 3.1403, 4.5938], [-0.8425, 2.4238, 6.1810], [-0.4804, 6.1785, 4.0391], [-0.7097, 6.6786, 5.7175], [-1.8751, 5.2852, 3.4130], [-0.3368, 7.0644, 3.4321], [0.3921, 5.5357, 3.9881], [-2.3195, 5.2996, 8.8916], [-2.0721, 3.6235, 8.3689], [-3.7776, 5.4720, 9.8658], [-1.4649, 5.6018, 9.4847], [-2.4138, 5.9204, 8.0093], [0.6852, 6.9930, -3.0478], [2.2723, 6.8713, -3.8139], [-0.5791, 6.1200, -3.9330], [0.7541, 6.5708, -2.0528], [0.4062, 8.0386, -2.9969], [4.2506, -4.6557, 0.0552], [4.6188, -3.9052, 1.6163], [3.7663, -3.4467, -1.1406], [5.1325, -5.1699, -0.3065], [3.4321, -5.3530, 0.1922], [6.4063, -1.6880, 4.1606], [4.7937, -0.9492, 4.0300], [7.6749, -0.6403, 3.5275], [6.6062, -1.8861, 5.2064], [6.4045, -2.6090, 3.5905], [-6.6860, -6.9009, 1.8491], [-6.6862, -8.2453, 2.9989], [-8.1549, -6.8709, 0.8715], [-6.6201, -5.9727, 2.4040], [-5.8327, -7.0084, 1.1907], [-3.9074, 7.4492, -4.4555], [-3.9725, 9.0677, -5.1577], [-4.8713, 7.3250, -2.9761], [-4.2936, 6.7411, -5.1793], [-2.8777, 7.2241, -4.2071], [-8.6205, -11.4336, 2.5066], [-8.6243, -12.7884, 3.6431], [-10.0868, -11.3926, 1.5216], [-8.5565, -10.5106, 3.0684], [-7.7655, -11.5360, 1.8494], [9.6341, -1.1005, -1.7647], [9.4148, 0.2526, -2.8839], [9.8720, -0.5434, -0.1061], [8.7447, -1.7187, -1.7967], [10.5045, -1.6681, -2.0701]]
}

***

Number 1: DFT total energy -91668.2359 eV. Number 2: DFT total energy -384854.5056 eV.